# C3H8NO

A cluster of 2 separate species, C3H8NO in total in a non-equilibrium geometry (ωB97M-V with the def2-TZVPD basis set, OMol25).

Geometry as XYZ:
```
13
Properties=species:S:1:pos:R:3
C -2.38 -0.22 0.53
O -1.97 -0.18 -0.81
H -2.02 -1.14 1.02
H -1.94 0.60 1.12
H -3.46 -0.14 0.61
C 2.32 -0.43 0.53
C 1.84 0.36 -0.48
N 0.58 0.55 -0.89
H 1.59 -0.94 1.17
H 3.29 -0.91 0.53
H 2.58 0.95 -1.03
H 0.56 1.35 -1.51
H -0.99 0.13 -0.78
```

The highest occupied orbital energy comes out at -2.13 eV. Its orbital gap is 0.238 hartree. As for the spin multiplicity: 1. The relative energy (zero: lowest compared OMol25 entry of this formula, charge and spin) is 0.544 eV. The electronic energy comes out at -6777.4481 eV. The charge is -1.